[1]
The following is a quantum chemistry calculation of an isolated ion of composition C4H6BrN2 and charge +1, from the OMol25 dataset.

Each line ends with the Löwdin charge.
Atoms and positions in Å:
Br -3.0583 -1.4544 -0.6379  0.5487
C -0.9361 -0.5296 -0.6577  -0.4161
C -0.3895 -0.2520 0.7110  -0.2464
C 1.0985 -0.4636 0.6765  -0.0840
C 0.5804 0.9118 0.8218  -0.0692
N 0.3086 -0.5820 -1.6076  0.2981
N -0.5107 0.3595 -1.6356  0.1318
H -0.9842 -0.5219 1.5665  0.1371
H 1.4839 -0.7087 -0.3371  0.1114
H 1.6313 -1.0185 1.4336  0.1384
H 0.6830 1.4016 1.7773  0.1265
H 0.7022 1.6008 -0.0051  0.1070
H -0.6092 1.2570 -2.1058  0.2167

Cartesian forces (eV/Å) of the 6 atoms listed first:
Br 3.6 1.3 -0.5
C -1.8 -0.5 1.1
C -0.1 -0.1 0.1
C 0.3 0.0 -0.1
C 0.1 0.0 0.2
N -2.6 -0.1 -1.6

Summary:
SMILES string: Br[C@@]1(C2CC2)N=[NH+]1
LUMO level, eV: -6.67
Energy relative to the best compared isomer or geometry (same formula, charge and spin), kcal/mol: 152.0
2S+1: 1
E_HOMO, eV: -15.274
Charge: +1


[2]
The following is a quantum chemistry calculation of a 2-piece molecular cluster, C4H6BrNS overall, from the OMol25 dataset.

Each line ends with the Löwdin charge.
Atoms and positions in Å:
C -0.3062 -0.4384 0.0882  -0.5228
C 2.3096 1.1606 0.9296  -1.2897
C -0.9609 -1.7079 -0.5539  -0.0675
C -0.8978 0.9013 -0.2185  -0.0843
N 0.6713 -0.6259 0.8263  0.1602
S 2.3248 2.5545 0.1200  0.6136
Br 3.4788 0.3391 1.9627  0.7353
H -2.0197 -1.9842 -0.2021  0.0890
H -0.2585 -2.6630 -0.4017  0.1098
H -1.0648 -1.5209 -1.6362  0.0603
H -1.6594 1.1762 0.5093  0.0738
H -1.4440 1.0354 -1.2283  0.1033
H -0.1733 1.7732 -0.1954  0.0191

Cartesian forces (eV/Å) of the 6 atoms listed first:
C -1.2 -0.8 -0.9
C -1.5 2.1 -1.8
C 0.3 -1.8 0.4
C -0.5 2.4 -1.7
N 1.1 0.2 0.3
S 0.0 -1.5 0.9

Summary:
LUMO level (alpha / beta), eV: -0.52 / -0.51
Energy relative to the best compared isomer or geometry (same formula, charge and spin), kcal/mol: 101.6
2S+1: 1
E_HOMO (alpha / beta), eV: -8.937 / -7.925


[3]
The following is a quantum chemistry calculation of C4H6CaLiO2 as an isolated structure, from the OMol25 dataset.

Each line ends with the Löwdin spin population.
Atoms and positions in Å:
O 0.9860 0.2448 -1.7796  0.0375
Ca -0.9211 0.0277 -2.2466  0.4699
C 1.4924 0.4773 -0.5090  0.0041
C 0.6803 -0.1709 0.6216  0.0081
H 2.5213 0.0685 -0.4382  0.0003
H 0.8988 -1.2464 0.4866  0.0026
H 1.0947 0.1082 1.6041  0.0000
H 1.5547 1.5685 -0.3031  0.0005
C -1.0442 0.8819 0.4315  0.0309
C -1.0984 -0.4961 0.6958  0.0480
O -1.5147 -1.6151 1.0851  0.0393
Li -2.1335 -3.0053 -0.5140  0.3557
H -0.6299 1.7711 -0.0558  0.0014
H -1.8866 1.3859 0.9217  0.0016

Cartesian forces (eV/Å) of the 6 atoms listed first:
O 0.4 0.1 0.0
Ca -0.8 -0.3 0.2
C 0.1 0.6 0.3
C 1.4 -4.7 -0.3
H -0.3 0.3 0.1
H 0.7 -0.1 0.3

Summary:
LUMO level (alpha / beta), eV: -0.79 / -1.00
Energy relative to the best compared isomer or geometry (same formula, charge and spin), kcal/mol: 0.0
2S+1: 2
E_HOMO (alpha / beta), eV: -5.144 / -6.106
<S²>: 0.75


[4]
The following is a quantum chemistry calculation of C4H6CeO3 as an isolated structure, from the OMol25 dataset.

Each line ends with the Löwdin spin population.
Atoms and positions in Å:
H 4.1075 -0.6657 1.4922  0.0162
C 4.6192 -1.1844 0.4155  0.1623
H 5.2585 -0.8916 -0.4330  0.0480
H 4.9819 -2.1150 0.8805  0.0328
C 3.3297 -0.7807 0.3895  0.6428
O -1.4812 -1.1596 -0.9270  -0.0079
C -1.9424 -0.0692 -0.4754  -0.0003
O -1.1857 0.7209 0.1605  -0.0058
Ce 0.7561 -0.8818 -0.0453  1.1124
O -3.1984 0.2171 -0.7210  -0.0003
C -3.7063 1.4735 -0.2636  -0.0001
H -3.6431 1.5332 0.8287  0.0000
H -3.1451 2.2975 -0.7182  0.0000
H -4.7508 1.5059 -0.5832  0.0000

Cartesian forces (eV/Å) of the 6 atoms listed first:
H 0.1 0.9 -0.4
C -0.7 -1.4 -1.5
H 0.6 1.0 0.8
H -0.2 0.1 0.2
C 0.3 -0.7 0.8
O 2.2 -1.2 0.2

Summary:
LUMO level (alpha / beta), eV: -9.99 / -10.50
Energy relative to the best compared isomer or geometry (same formula, charge and spin), kcal/mol: 0.0
2S+1: 3
E_HOMO (alpha / beta), eV: -17.938 / -17.959
<S²>: 2.01
Charge: +2


[5]
The following is a quantum chemistry calculation of a 4-piece molecular cluster, C4H6Cl10 overall, from the OMol25 dataset.

Each line ends with the Löwdin charge.
Atoms and positions in Å:
Cl 1.1299 -6.3053 -2.7932  0.5396
C 1.7995 -5.0533 -3.7985  -1.5915
Cl 2.5527 -3.7759 -2.9058  0.5520
Cl 0.5166 -4.4402 -4.9012  0.4877
H 2.5628 -5.5156 -4.4245  0.0121
Cl -3.6516 7.5776 -0.3062  0.4630
C -4.5589 9.0414 0.3154  -1.4533
Cl -4.2751 10.4712 -0.7176  0.4819
Cl -3.8782 9.5736 1.8701  0.4854
H -5.6193 8.8015 0.3932  0.0229
Cl -1.4126 0.4448 -0.9904  0.5100
C -0.1423 1.2143 -0.0692  -1.0234
Cl 0.1357 0.3856 1.5134  0.4636
H 0.7878 1.1931 -0.6372  0.0251
H -0.4599 2.2529 0.0229  0.0249
Cl 4.1693 -4.3371 4.2362  0.4950
C 2.7782 -5.0955 3.4600  -1.0337
Cl 3.1835 -6.8065 3.2128  0.4793
H 1.8386 -5.0172 4.0069  0.0317
H 2.5431 -4.6098 2.5129  0.0279

Cartesian forces (eV/Å) of the 6 atoms listed first:
Cl -0.1 -0.3 0.5
C -0.2 -0.3 -1.2
Cl 0.1 0.4 0.4
Cl 0.4 0.0 0.3
H -0.2 0.2 0.1
Cl -0.8 1.0 0.4

Summary:
SMILES string: ClC(Cl)Cl.ClC(Cl)Cl.ClCCl.ClCCl
LUMO level, eV: 0.34
Energy relative to the best compared isomer or geometry (same formula, charge and spin), kcal/mol: 16.5
2S+1: 1
E_HOMO, eV: -10.926


[6]
The following is a quantum chemistry calculation of one molecule with the formula C4H6Cl2N2, from the OMol25 dataset.

Each line ends with the Löwdin charge.
Atoms and positions in Å:
H 1.4416 2.3735 -1.4627  0.0778
N 2.0353 1.5956 -0.9463  0.0483
C 1.1497 0.6984 -0.7025  -0.2688
N -0.2865 0.7204 -1.3228  -0.0373
C -1.1914 -0.2193 -0.7477  -0.2139
C -0.9314 -0.7760 0.4542  -0.7247
Cl -2.2940 -1.7975 0.9766  0.6072
C 0.0428 -0.7228 1.5779  -0.7730
Cl 1.1731 -1.9570 1.4094  0.6874
H 1.4284 -0.1498 0.0522  0.0568
H -0.2980 1.3577 -2.3621  0.2348
H -2.2177 -0.5529 -1.1805  0.1274
H 0.5064 0.3093 1.7422  0.1091
H -0.5581 -0.8798 2.5122  0.0689

Cartesian forces (eV/Å) of the 6 atoms listed first:
H 1.9 -1.5 0.7
N -3.4 0.8 -0.7
C -0.7 0.1 -0.6
N 3.0 1.2 -1.4
C -0.1 0.5 -0.3
C -2.2 -0.1 -0.3

Summary:
SMILES string: [H]/N=C\N/C=C(/Cl)CCl
LUMO level, eV: 0.48
Energy relative to the best compared isomer or geometry (same formula, charge and spin), kcal/mol: 60.1
2S+1: 1
E_HOMO, eV: -8.513


[7]
The following is a quantum chemistry calculation of a 2-piece molecular cluster, C4H6Cl2O overall, from the OMol25 dataset.

Each line ends with the Löwdin charge.
Atoms and positions in Å:
C -0.4059 1.1036 1.1611  -0.0630
C 0.9221 0.6094 0.7559  -0.2331
O 1.3915 0.9237 -0.5826  0.0463
C 1.0533 -0.3462 -0.4097  -0.3897
C 1.0328 -1.4969 -1.0332  -0.5175
Cl 0.2289 -2.8267 -0.2360  0.5578
H -0.9197 0.3209 1.8947  0.1359
H -1.0487 1.1767 0.2841  0.0381
H -0.3663 2.0251 1.6711  0.0549
H 1.8496 0.5236 1.5575  0.1969
H 1.2753 -1.6966 -2.0726  0.0731
Cl -2.1452 -0.0106 -1.9881  0.3477
H -2.8677 -0.3061 -1.0022  -0.2475

Cartesian forces (eV/Å) of the 6 atoms listed first:
C -1.6 -2.3 1.1
C 2.8 -2.7 0.4
O 0.6 1.2 -0.7
C -0.1 0.8 2.0
C -0.6 -0.4 -0.2
Cl 0.2 -0.1 0.0

Summary:
SMILES string: C[C@@H]1O/C1=C/Cl.Cl
LUMO level, eV: 0.68
Energy relative to the best compared isomer or geometry (same formula, charge and spin), kcal/mol: 54.6
2S+1: 1
E_HOMO, eV: -8.916


[8]
The following is a quantum chemistry calculation of a 2-piece molecular cluster, C4H6Cl2O overall, from the OMol25 dataset.

Each line ends with the Löwdin charge.
Atoms and positions in Å:
C -0.4761 1.3262 0.5125  -0.4613
C 0.5730 -0.6897 1.2529  0.0800
C -0.1060 0.3808 -1.7943  -0.5252
C 0.4258 1.0030 -0.6034  -0.7291
O -0.3503 2.2085 1.3279  -0.0038
Cl 0.0079 -1.4202 -1.6290  0.5822
Cl 1.9903 1.6627 -0.5321  0.7706
H -1.4853 0.8219 0.5478  0.1410
H 1.4780 -0.1825 1.4956  0.0072
H 0.8602 -1.5520 0.6245  -0.0168
H -0.2011 -0.7742 2.0113  0.0461
H -1.1748 0.3942 -1.8329  0.0660
H 0.4973 0.6690 -2.5657  0.0432

Cartesian forces (eV/Å) of the 6 atoms listed first:
C -1.6 0.5 -0.2
C 1.0 -0.7 -1.1
C -0.7 -2.1 2.1
C -0.5 -0.3 3.3
O 0.9 0.4 0.4
Cl 0.3 -0.8 -1.0

Summary:
LUMO level (alpha / beta), eV: -0.82 / -1.38
Energy relative to the best compared isomer or geometry (same formula, charge and spin), kcal/mol: 89.5
2S+1: 1
E_HOMO (alpha / beta), eV: -8.897 / -9.097


[9]
The following is a quantum chemistry calculation of one molecule with the formula C4H6Cl2S2, from the OMol25 dataset.

Each line ends with the Löwdin charge.
Atoms and positions in Å:
C 1.6229 -0.5298 0.2541  -0.1990
C 0.7293 0.3864 -0.5759  -0.8144
S 1.3646 1.6148 -1.4990  0.7087
C -0.9188 0.4966 -0.4368  -0.8882
S -1.5826 -0.7331 -1.3804  0.7123
C -1.2922 0.1949 1.0893  -1.0360
Cl -0.1202 1.1219 2.0539  0.6500
Cl -1.1936 -1.5670 1.3816  0.5704
H 2.4780 -0.5386 -0.2954  0.0055
H 1.8726 -0.2454 1.2695  0.0427
H 1.3577 -1.7262 0.3271  0.1258
H -1.2474 1.4339 -0.8045  0.0538
H -0.7331 -0.3657 -2.5886  0.0055
H -2.3372 0.4574 1.2050  0.0628

Cartesian forces (eV/Å) of the 6 atoms listed first:
C -2.3 -3.5 0.0
C -1.6 2.5 0.4
S -0.4 -1.7 0.7
C 3.9 -0.8 2.9
S 0.4 -1.7 -4.9
C 0.7 0.2 -2.1

Summary:
SMILES string: CC(=S)[C@@H](S)C(Cl)Cl
LUMO level, eV: -0.57
Energy relative to the best compared isomer or geometry (same formula, charge and spin), kcal/mol: 52.2
2S+1: 1
E_HOMO, eV: -8.790


[10]
The following is a quantum chemistry calculation of one molecule with the formula C4H6ClF2N3S, from the OMol25 dataset.

Each line ends with the Löwdin charge.
Atoms and positions in Å:
C 2.4342 -0.8043 0.5789  -0.0750
N 1.3326 -1.1382 1.4448  -0.0769
N 0.0742 -0.9228 0.9197  -0.4309
N -0.3837 0.2504 0.8546  0.0897
C -1.2046 0.5777 -0.0721  -0.3325
C -1.5728 1.9485 -0.2595  -0.4021
F -2.8803 2.0599 -0.1337  0.0995
F -0.9950 2.7796 0.7053  0.0359
C -1.3682 -0.4912 -1.1163  -0.8330
Cl -0.5653 0.0483 -2.7311  0.4640
S -0.6112 -1.9539 -0.4162  0.9309
H 2.4034 0.2277 0.2603  0.0930
H 3.0876 -0.7868 1.3353  0.0467
H 2.5176 -1.4199 -0.2702  0.0660
H 1.2904 -2.0705 1.7784  0.1056
H -1.2115 2.3294 -1.3014  0.1631
H -2.3474 -0.6339 -1.5766  0.0561

Cartesian forces (eV/Å) of the 6 atoms listed first:
C -2.4 0.9 -0.6
N -2.2 1.0 -0.5
N -0.8 -2.3 -0.5
N 0.1 2.7 0.6
C 1.7 -3.0 0.3
C 1.7 2.7 -1.1

Summary:
SMILES string: CNN1N=C(C(F)F)[C@@H](Cl)S1
LUMO level, eV: 0.33
Energy relative to the best compared isomer or geometry (same formula, charge and spin), kcal/mol: 0.0
2S+1: 1
E_HOMO, eV: -8.743


[11]
The following is a quantum chemistry calculation of one molecule with the formula C4H6ClI, from the OMol25 dataset.

Each line ends with the Löwdin charge.
Atoms and positions in Å:
C -1.5539 -0.3366 -1.2957  -0.0882
C -0.4773 0.2363 -0.4293  -0.2343
C 0.5661 -0.3425 0.2003  -0.7026
Cl 0.8841 -2.0734 0.0520  0.6221
C 1.4934 0.2872 1.3746  -0.7031
I 1.8471 2.3542 1.1744  0.7955
H -1.6797 0.5692 -1.9797  0.1059
H -1.3066 -1.2062 -1.8069  0.0411
H -2.4567 -0.4007 -0.7917  0.0545
H -0.7458 1.2472 -0.2424  0.0670
H 2.4138 -0.1816 1.4805  -0.0177
H 1.0155 -0.1531 2.2637  0.0599

Cartesian forces (eV/Å) of the 6 atoms listed first:
C 1.8 3.4 -1.2
C 0.8 -1.5 1.3
C 0.3 1.1 0.8
Cl -0.1 0.5 -0.1
C -3.1 -1.4 -1.5
I -0.3 -0.1 0.3

Summary:
SMILES string: C/C=C(\Cl)CI
LUMO level, eV: 0.41
Energy relative to the best compared isomer or geometry (same formula, charge and spin), kcal/mol: 1.1
2S+1: 1
E_HOMO, eV: -9.257


[12]
The following is a quantum chemistry calculation of one molecule with the formula C4H6ClN, from the OMol25 dataset.

Each line ends with the Löwdin charge.
Atoms and positions in Å:
C 1.8515 -0.7145 0.6267  -0.0178
C 0.6781 0.1742 0.5141  -0.3682
N 0.1821 1.2903 0.8222  0.1948
C -0.7197 0.2923 0.0914  -0.6625
C -1.4897 0.5257 -1.1427  -0.0944
Cl -1.8859 -0.5245 1.3634  0.4720
H 2.1699 -1.0089 -0.3807  0.0843
H 1.4265 -1.6189 1.1134  0.0967
H 2.7215 -0.2440 1.1801  0.1061
H -1.6371 -0.3810 -1.5660  0.0467
H -0.9340 1.1121 -1.7631  0.0552
H -2.3631 1.0972 -0.8588  0.0871

Cartesian forces (eV/Å) of the 6 atoms listed first:
C 0.2 0.1 0.4
C -1.1 0.2 -1.0
N -0.5 -0.6 -0.7
C 1.1 -0.1 3.4
C 0.0 1.5 2.7
Cl 0.6 0.3 -0.8

Summary:
SMILES string: CC1=N[C@]1(C)Cl
LUMO level, eV: 0.81
Energy relative to the best compared isomer or geometry (same formula, charge and spin), kcal/mol: 36.5
2S+1: 1
E_HOMO, eV: -9.755